(1)
{
  "formula": "C30H44IrN6OTe",
  "method": "wB97M-V/def2-TZVPD",
  "elements": ["Ir", "C", "C", "N", "C", "C", "N", "C", "C", "N", "H", "H", "H", "H", "H", "H", "H", "H", "H", "H", "H", "H", "H", "H", "H", "C", "N", "C", "C", "C", "N", "C", "C", "O", "H", "H", "H", "H", "H", "H", "H", "H", "H", "H", "H", "H", "C", "C", "C", "C", "N", "C", "C", "H", "H", "H", "H", "H", "H", "H", "Te", "C", "C", "C", "C", "C", "C", "C", "C", "C", "C", "C", "C", "H", "H", "H", "H", "H", "H", "H", "H", "H", "H"],
  "positions_angstrom": [[-1.102168, -0.143517, -0.586395], [-2.185357, 2.704941, -0.390957], [-0.852947, 2.718294, -1.152962], [-0.719236, 1.525451, -2.028731], [-1.674234, 1.524598, -3.171744], [-2.213771, 0.131916, -3.471995], [-2.601212, -0.611037, -2.250860], [-3.926000, -0.324084, -1.660526], [-3.957027, 1.031133, -0.975039], [-2.711130, 1.313062, -0.179935], [-2.943913, 3.285676, -0.912037], [-2.039738, 3.180635, 0.577009], [-0.014670, 2.689248, -0.456079], [-0.765591, 3.638435, -1.734739], [0.234586, 1.527452, -2.387298], [-1.182211, 1.917665, -4.062183], [-2.480993, 2.216524, -2.942396], [-1.439676, -0.458480, -3.965320], [-3.052004, 0.208685, -4.169551], [-2.581401, -1.601547, -2.472063], [-4.121515, -1.119695, -0.940525], [-4.716599, -0.362126, -2.414659], [-4.827592, 1.088092, -0.322302], [-4.076032, 1.823363, -1.709009], [-2.936064, 1.224902, 0.805378], [-4.151954, -1.263060, 3.851336], [-3.266315, -0.726516, 4.880898], [-3.807774, -0.748117, 6.253339], [-2.690306, -0.830285, 7.263184], [-1.730522, 0.308169, 7.006151], [-1.318688, 0.351895, 5.613297], [-0.085023, 1.024826, 5.307394], [-2.098992, -0.189722, 4.511806], [-1.641089, -0.112918, 3.381420], [-4.383995, -2.300913, 4.089109], [-3.663824, -1.206254, 2.885717], [-5.081638, -0.692139, 3.841684], [-4.466354, -1.611420, 6.320488], [-4.418545, 0.147841, 6.400668], [-2.171637, -1.788178, 7.196994], [-3.089744, -0.741152, 8.272352], [-0.829079, 0.275216, 7.619533], [-2.209561, 1.281245, 7.208368], [0.721522, 0.538755, 5.865240], [-0.150962, 2.052866, 5.682438], [0.098674, 1.003039, 4.241892], [0.669286, -6.251094, -0.324854], [0.296455, -4.808555, -0.379089], [-0.017861, -4.079593, 0.770220], [-0.391092, -2.759094, 0.676321], [-0.472461, -2.115952, -0.507909], [-0.154898, -2.804860, -1.626126], [0.228496, -4.122386, -1.597758], [0.840536, -6.589668, 0.693667], [1.561088, -6.443910, -0.921668], [-0.135308, -6.852738, -0.755111], [0.023964, -4.548632, 1.743809], [-0.643163, -2.176966, 1.555315], [-0.217298, -2.262500, -2.561366], [0.465686, -4.624710, -2.526503], [3.665238, -0.168463, -1.992504], [5.628902, 0.179407, -2.413919], [6.107342, 1.449986, -2.793078], [7.442002, 1.595124, -3.087493], [8.299377, 0.489649, -3.017636], [7.825341, -0.771152, -2.643549], [6.496825, -0.933741, -2.329587], [2.842870, 1.623291, -2.704281], [2.230236, 1.592442, -3.958989], [1.696836, 2.765494, -4.482090], [1.775641, 3.949690, -3.758067], [2.382958, 3.969836, -2.507632], [2.918333, 2.805244, -1.970489], [5.438439, 2.296737, -2.865487], [7.831597, 2.560690, -3.379285], [9.347252, 0.614238, -3.258301], [8.501253, -1.614014, -2.602666], [6.126575, -1.907314, -2.031613], [2.207170, 0.683454, -4.548833], [1.255527, 2.760847, -5.470797], [1.384494, 4.865993, -4.181102], [2.461596, 4.898883, -1.958036], [3.403029, 2.831553, -1.001904]],
  "forces_ev_per_a": [[-0.3, -0.1, -0.4], [0.0, 0.0, 0.0], [0.0, 0.0, 0.0], [0.1, 0.1, 0.1], [0.0, 0.0, 0.0], [0.0, 0.0, 0.0], [0.0, 0.0, 0.0], [0.0, 0.0, 0.0], [0.0, 0.0, 0.0], [0.1, 0.0, 0.1], [0.0, 0.0, 0.0], [0.0, 0.0, 0.0], [0.0, 0.0, 0.0], [0.0, 0.0, 0.0], [0.0, 0.0, 0.0], [0.0, 0.0, 0.0], [0.0, 0.0, 0.0], [0.0, 0.0, 0.0], [0.0, 0.0, 0.0], [0.0, 0.0, 0.0], [0.0, 0.0, 0.0], [0.0, 0.0, 0.0], [0.0, 0.0, 0.0], [0.0, 0.0, 0.0], [0.0, 0.0, 0.0], [0.0, 0.0, 0.0], [0.0, 0.0, 0.0], [0.0, 0.0, 0.0], [0.0, 0.0, 0.0], [0.0, 0.0, 0.0], [0.1, 0.0, 0.1], [0.0, 0.0, 0.0], [0.0, -0.1, -0.1], [-0.1, 0.0, 0.2], [0.0, 0.0, 0.0], [0.0, 0.0, 0.0], [0.0, 0.0, 0.0], [0.0, 0.0, 0.0], [0.0, 0.0, 0.0], [0.0, 0.0, 0.0], [0.0, 0.0, 0.0], [0.0, 0.0, 0.0], [0.0, 0.0, 0.0], [0.0, 0.0, 0.0], [0.0, 0.0, 0.0], [0.0, 0.0, 0.0], [0.0, 0.0, 0.0], [0.0, 0.0, 0.0], [0.0, 0.0, 0.0], [0.0, 0.0, 0.0], [0.2, 0.1, 0.1], [0.0, 0.0, 0.0], [0.0, 0.0, 0.0], [0.0, 0.0, 0.0], [0.0, 0.0, 0.0], [0.0, 0.0, 0.0], [0.0, 0.0, 0.0], [0.0, 0.0, 0.0], [0.0, 0.0, 0.0], [0.0, 0.0, 0.0], [0.3, 0.0, -0.1], [0.0, 0.0, 0.0], [0.0, 0.0, -0.1], [0.0, 0.0, 0.0], [0.0, 0.0, 0.0], [0.0, 0.0, 0.0], [0.0, 0.0, 0.1], [-0.1, 0.0, 0.0], [0.0, 0.1, 0.0], [0.0, 0.0, 0.0], [0.0, 0.0, 0.0], [0.0, 0.0, 0.0], [-0.1, 0.0, 0.0], [0.0, 0.0, 0.0], [0.0, 0.0, 0.0], [0.0, 0.0, 0.0], [0.0, 0.0, 0.0], [0.0, 0.0, 0.0], [0.0, 0.0, 0.0], [0.0, 0.0, 0.0], [0.0, 0.0, 0.0], [0.0, 0.0, 0.0], [0.0, 0.0, 0.0]],
  "e_tot_ha": -1944.19958,
  "multiplicity": 6,
  "e_above_lowest_ev": 0.448,
  "homo_energy_ev": [-18.0352, -18.4846],
  "total_charge": 4,
  "gap_ev": [8.811, 5.642]
}

(2)
{
  "formula": "C30H44N2O10",
  "method": "wB97M-V/def2-TZVPD",
  "elements": ["C", "C", "C", "C", "C", "C", "N", "O", "C", "C", "C", "H", "H", "H", "H", "H", "H", "H", "H", "H", "H", "H", "H", "H", "H", "H", "H", "H", "H", "C", "C", "C", "C", "C", "C", "N", "O", "C", "C", "C", "H", "H", "H", "H", "H", "H", "H", "H", "H", "H", "H", "H", "H", "H", "H", "H", "H", "H", "C", "C", "C", "O", "C", "C", "C", "O", "O", "O", "H", "H", "H", "H", "C", "C", "C", "O", "C", "C", "C", "O", "O", "O", "H", "H", "H", "H"],
  "positions_angstrom": [[-4.776624, -6.017581, 2.385706], [-3.264100, -6.328405, 2.401521], [-2.494358, -5.170119, 3.040610], [-1.148974, -5.495783, 3.611977], [-1.267983, -6.610768, 4.688084], [-1.996087, -7.879386, 4.213078], [-3.131516, -7.548924, 3.211908], [-3.798256, -8.496482, 2.909457], [-0.819092, -8.741520, 3.547289], [-2.574549, -8.523328, 5.453959], [-2.757836, -6.656330, 0.931979], [-5.418590, -6.816327, 1.990653], [-5.082512, -5.034209, 2.005693], [-5.143419, -6.116755, 3.402049], [-2.376017, -4.355245, 2.329111], [-3.149790, -4.818858, 3.865790], [-0.661962, -4.635729, 4.011444], [-0.473570, -5.821461, 2.784804], [-1.839956, -6.220655, 5.537358], [-0.304169, -6.884711, 5.107896], [-0.273487, -8.958065, 4.425036], [-1.249938, -9.684516, 3.105157], [-0.169916, -8.267458, 2.796666], [-3.192361, -9.399617, 5.241287], [-1.765049, -8.617508, 6.199115], [-3.322080, -7.750156, 5.818488], [-2.831299, -5.751680, 0.353889], [-3.339192, -7.435471, 0.500930], [-1.785759, -7.010805, 1.193455], [3.298128, 2.437238, -4.452709], [3.107217, 3.894429, -4.094993], [3.786744, 4.821818, -5.075280], [2.902176, 4.916790, -6.313478], [1.488306, 5.476032, -6.018780], [0.727288, 4.757355, -4.908837], [1.621142, 4.117820, -3.935909], [1.098873, 3.626183, -2.843389], [-0.191538, 5.787580, -4.199097], [-0.154873, 3.632997, -5.499527], [3.726104, 4.118877, -2.709223], [2.695741, 1.803978, -3.873387], [4.400850, 2.273207, -4.169329], [3.074585, 2.128326, -5.484256], [3.977485, 5.799091, -4.647899], [4.724414, 4.441974, -5.256282], [2.796720, 3.998667, -6.881984], [3.245585, 5.604351, -7.088569], [0.776157, 5.462100, -6.915461], [1.674536, 6.484335, -5.705655], [-0.894106, 6.278243, -4.911108], [-0.779308, 5.234892, -3.529287], [0.413851, 6.409232, -3.526241], [0.378310, 2.951052, -6.086837], [-0.586211, 3.044856, -4.738600], [-0.902895, 4.121506, -6.142386], [3.628456, 5.170116, -2.447321], [4.816002, 3.917244, -2.862500], [3.307703, 3.506607, -1.931334], [0.059632, -1.052741, 0.117572], [-0.651485, -1.092748, 1.283093], [-1.223962, 0.183188, 1.826438], [-1.904576, 0.012728, 2.849314], [-1.143446, 1.426174, 1.042121], [-0.462314, 1.453653, -0.188882], [0.296659, 0.200070, -0.640676], [0.955490, 0.408717, -1.624261], [-0.305232, 2.446539, -0.956389], [-0.773853, -2.269108, 1.917579], [0.586394, -1.791907, -0.450745], [-1.646672, 2.329910, 1.219372], [0.215939, 2.170251, -1.707129], [-1.240383, -2.072137, 2.725980], [1.603922, 3.953338, 2.939589], [1.447629, 5.086548, 3.710128], [1.011573, 6.386350, 3.074966], [0.845921, 7.399322, 3.687436], [0.951141, 6.358788, 1.624375], [1.367319, 5.311095, 0.895390], [1.719264, 4.007804, 1.520641], [2.156339, 3.118616, 0.792253], [1.180261, 5.232906, -0.442675], [1.564552, 5.130897, 5.005108], [1.981970, 2.984795, 3.319956], [0.502761, 7.100763, 1.026954], [1.580936, 4.357581, -0.641823], [1.575222, 6.049564, 5.259584]],
  "forces_ev_per_a": [[-0.7, -0.5, 0.7], [-0.7, 0.1, -1.4], [-1.0, 0.3, 0.6], [0.7, -2.1, -0.5], [-0.7, 1.1, -0.3], [1.6, 1.1, -1.9], [4.0, 2.9, 2.7], [-3.1, -4.2, -1.5], [-2.7, -0.6, -0.6], [-1.4, 1.1, 0.0], [-0.5, 0.7, 2.6], [0.7, 0.2, -0.9], [0.4, -0.3, -0.1], [0.2, 0.7, 0.7], [-0.3, 0.0, -0.2], [0.3, 0.1, -0.3], [0.2, 0.8, 0.5], [-0.3, 0.0, 0.5], [0.0, 0.3, -0.1], [0.2, -0.1, -0.1], [1.1, -0.7, 0.7], [0.5, 0.9, 0.5], [-0.5, 0.2, 0.3], [0.6, -0.2, 0.2], [-0.6, -0.4, -0.3], [0.8, -0.9, 0.0], [0.4, 0.2, -0.4], [-0.5, -0.6, -0.3], [1.2, -0.1, -1.0], [2.5, 0.0, -0.6], [-1.0, -0.2, 1.4], [-3.0, 0.7, -0.4], [-0.9, 0.6, -1.4], [0.0, -0.9, -0.3], [-0.9, -0.2, -0.2], [0.3, 0.1, 1.5], [0.5, 0.7, -1.9], [0.7, -0.4, -0.4], [-0.3, 1.9, -0.3], [1.2, 0.4, -0.9], [-0.7, -0.7, 1.3], [-1.6, -0.4, -0.8], [0.4, 0.5, 0.1], [-0.4, 0.4, 0.2], [2.2, -1.1, -0.8], [0.2, -0.6, 0.3], [0.7, 0.1, 0.2], [1.3, 0.2, 1.0], [-0.3, 0.8, 0.1], [0.9, 0.0, 0.5], [-1.1, -0.8, 1.0], [-0.2, 0.5, -0.7], [1.2, -0.9, -1.1], [-0.8, -0.4, 1.1], [0.0, -0.4, 0.3], [-0.1, 0.1, 0.2], [-0.7, 0.1, 0.5], [0.0, -0.4, 0.2], [0.4, 1.3, -0.7], [2.3, -0.4, -2.6], [-2.0, 0.0, 0.6], [0.9, 0.6, -0.7], [1.8, -1.0, -2.7], [-0.6, -3.0, 4.1], [-2.0, 1.1, 1.7], [1.0, -1.2, -0.9], [-1.2, 2.2, 0.2], [0.0, 1.0, -0.4], [-0.1, -1.3, 0.6], [-0.9, 0.8, 1.2], [1.0, -0.1, -1.2], [-0.7, 0.1, 1.0], [0.9, -0.3, 1.9], [-0.5, -1.4, -1.8], [1.0, -0.7, -2.5], [-0.3, 0.7, 1.8], [0.3, -1.1, -0.7], [-1.7, -0.1, -0.8], [0.9, 0.3, -0.8], [-0.5, 0.3, 0.6], [1.0, 0.0, 1.3], [0.5, -1.1, 0.8], [-0.5, 0.8, 0.3], [-0.4, 1.4, 0.0], [-0.3, 0.1, -0.7], [-0.3, 1.0, 0.4]],
  "e_tot_ha": -2031.21254,
  "multiplicity": 3,
  "homo_energy_ev": [-7.2032, -9.0853],
  "total_charge": 0,
  "gap_ev": [5.741, 7.623]
}

Question: Which formula does entry 2 have?
Answer: C30H44N2O10